Entry 1:
45
Properties=species:S:1:pos:R:3 method="wB97M-V/def2-TZVPD" de_lowest_kcal_mol=4.16 charge=-1 lumo_energy_ha=0.104 gap_ev=8.645
C -1.6394 0.2276 0.8550
O -0.4190 0.3705 0.2960
C -2.2035 -1.1846 0.7165
C -2.0667 -1.7156 -0.7184
C -1.7011 -3.1500 -0.9414
S -0.2372 -3.9139 -0.1097
C 0.9485 -2.8761 -0.9451
H -2.4377 0.8881 0.4969
H -1.4772 0.5270 1.9932
H -3.3172 -1.0305 0.9280
H -1.6769 -1.7625 1.5646
H -3.0972 -1.4890 -1.2987
H -1.3285 -1.0113 -1.2301
H -1.4050 -3.2698 -2.0152
H -2.5280 -3.8601 -0.7400
H 1.6943 -2.5253 -0.2798
H 0.5391 -2.0437 -1.5383
H 1.4254 -3.4845 -1.6034
H 2.6591 -0.0007 1.6862
H 2.8996 1.0551 2.9453
O 3.0925 0.7566 2.0695
H 0.9296 1.0919 -1.5314
H -0.1982 0.0909 -1.4369
O 0.3317 0.5342 -2.1193
H 1.8477 -0.7914 0.3329
H 0.4594 -0.4723 0.9046
O 1.3527 -0.9835 1.0765
H 2.6801 1.7857 0.0676
H 1.3903 1.3637 0.3796
O 1.8394 1.9232 -0.3320
H 1.3838 2.3708 2.0538
H 0.4990 1.2157 1.9389
O 0.6204 2.0668 2.4407
H -1.9915 3.6969 0.2190
H -2.0332 3.4610 1.7230
O -2.4479 3.8452 1.0458
H -1.1417 3.1209 -1.6882
H -0.3692 2.5514 -0.6283
O -0.8263 3.3940 -0.8353
H -0.5784 1.4312 -3.0938
H -0.0525 2.7775 -3.6285
O -0.8844 2.3387 -3.2611
H 3.4957 -2.5912 0.7420
H 2.6405 -2.0355 1.8085
O 3.3289 -2.6935 1.6910



Entry 2:
145
Properties=species:S:1:pos:R:3 method="wB97M-V/def2-TZVPD" multiplicity=2 charge=-2 lumo_energy_ha="0.134 / 0.134" gap_ev="3.051 / 6.800"
N 0.5382 1.0890 0.6929
S -0.7743 0.8178 0.0419
O -1.9893 1.2193 0.7692
O -0.8834 -0.2705 -0.9581
F -0.7117 2.0797 -0.9886
S 0.6409 -0.4756 1.4129
O 1.1182 -1.5389 0.5812
O -0.3589 -0.7443 2.4919
F 1.9190 -0.1549 2.3521
C 0.3689 2.7577 -3.9982
O 1.3747 2.9862 -4.9720
C 2.5412 2.1823 -4.7716
C 3.5190 2.5223 -5.9246
N 3.9573 3.9310 -5.9667
C 4.6679 4.3509 -7.1510
C 3.8113 4.7901 -8.3016
O 2.9863 5.8119 -7.7386
C 1.9740 6.3347 -8.6349
H -0.5271 3.1393 -4.4878
H 0.4073 3.0876 -2.9600
H 0.2367 1.6896 -3.8260
H 2.2807 1.1253 -4.8262
H 3.0670 2.3309 -3.8285
H 2.9874 2.4092 -6.8694
H 4.3871 1.8631 -5.9174
H 3.0405 4.3451 -6.0571
H 5.2444 3.4675 -7.4258
H 5.5091 5.0426 -7.1068
H 3.1630 4.0139 -8.7082
H 4.3271 5.2682 -9.1344
H 2.5815 6.6072 -9.4979
H 1.5122 7.2324 -8.2236
H 1.2621 5.5529 -8.8993
C -6.8484 0.1899 1.6556
O -6.2917 -0.8905 2.4397
C -5.4613 -0.4597 3.5670
C -3.9904 -0.0150 3.2477
N -2.9881 -1.0835 3.4517
C -2.7947 -1.3274 4.8985
C -2.0949 -0.1691 5.6820
O -3.0197 0.7939 6.0708
C -2.4078 1.9948 6.5778
H -7.7208 0.5536 2.1985
H -7.2039 -0.2162 0.7086
H -6.1145 0.9496 1.3865
H -5.5627 -1.2629 4.2969
H -6.0171 0.3857 3.9727
H -3.8137 0.9223 3.7754
H -3.9213 0.3165 2.2116
H -2.1564 -0.7433 2.9905
H -1.9985 -2.0530 4.7322
H -3.6753 -1.7502 5.3821
H -1.2877 0.2210 5.0622
H -1.5766 -0.6027 6.5373
H -2.0077 1.9958 7.5917
H -3.2729 2.6548 6.5142
H -1.5204 2.3235 6.0369
C 2.1777 0.2846 7.4869
O 1.6695 -0.7283 6.6084
C 1.9636 -0.5089 5.2424
C 2.5309 -1.8751 4.7460
N 1.4551 -2.7780 4.5291
C 1.8523 -3.9118 3.6955
C 0.5385 -4.7520 3.4582
O 0.8263 -5.6817 2.4476
C -0.1814 -6.5341 1.9543
H 2.0506 0.0311 8.5394
H 1.6673 1.1972 7.1788
H 3.2497 0.3796 7.3140
H 2.7272 0.2591 5.1191
H 1.0646 -0.2431 4.6862
H 3.3133 -2.2915 5.3805
H 3.0774 -1.7217 3.8155
H 0.6113 -2.3301 4.2011
H 2.5864 -4.4341 4.3090
H 2.2530 -3.5264 2.7580
H -0.2992 -4.1704 3.0732
H 0.1311 -5.2400 4.3437
H -1.0480 -5.9324 1.6803
H -0.5448 -7.2987 2.6409
H 0.2443 -6.9314 1.0329
C 3.0545 -6.6416 -0.6056
O 2.6591 -5.4091 -1.2934
C 1.2988 -4.9779 -1.2535
C 0.9324 -4.0152 -2.4501
N 1.3844 -2.6651 -2.0365
C 0.9999 -1.6076 -2.9716
C 1.8630 -1.5888 -4.2649
O 3.1747 -1.0766 -4.0928
C 4.0207 -1.2931 -5.1424
H 2.8347 -6.6012 0.4613
H 4.1241 -6.8235 -0.7099
H 2.4925 -7.4381 -1.0932
H 1.1168 -4.6026 -0.2465
H 0.6433 -5.8327 -1.4197
H -0.1253 -3.9286 -2.6990
H 1.4400 -4.3403 -3.3583
H 1.0940 -2.4233 -1.0998
H 1.1492 -0.6969 -2.3915
H -0.0640 -1.6020 -3.2086
H 1.3399 -0.8564 -4.8797
H 1.8790 -2.6089 -4.6486
H 3.7510 -0.7590 -6.0534
H 4.2565 -2.3401 -5.3329
H 4.9122 -0.7247 -4.8772
C 3.0810 3.2344 0.3982
C 2.8089 2.6485 -0.9819
O 2.6540 1.2695 -0.9098
O 1.8652 3.3218 1.1687
H 3.5362 4.2228 0.3340
H 3.7629 2.6082 0.9736
H 3.5935 2.8445 -1.7127
H 1.8705 3.0756 -1.3357
H 1.9504 1.1106 -0.2763
H 1.4015 2.4942 1.0218
C -2.8848 -2.9315 0.2488
C -2.8923 -3.2802 -1.2571
O -1.9789 -2.5280 -1.9582
O -3.1624 -1.5118 0.4654
H -1.9851 -3.1873 0.8085
H -3.6564 -3.5342 0.7278
H -3.8703 -3.1696 -1.7255
H -2.5766 -4.3211 -1.3275
H -2.0478 -1.6730 -1.5272
H -3.1422 -1.3487 1.4113
C -1.0907 4.0058 2.2090
C -1.1229 3.0427 3.3967
O 0.1019 2.3379 3.3357
O -0.0619 4.9112 2.3669
H -2.0630 4.4967 2.1658
H -0.9479 3.5627 1.2234
H -1.9908 2.3852 3.3462
H -1.1022 3.5877 4.3405
H 0.3164 2.0945 2.4322
H 0.7413 4.4729 2.0766
C -4.2332 2.3598 -0.7524
C -4.3986 0.9449 -1.3970
O -4.5514 0.9664 -2.8316
O -5.3895 3.1705 -0.9556
H -3.3929 2.8494 -1.2448
H -4.0102 2.2181 0.3051
H -5.3087 0.4985 -0.9963
H -3.5341 0.3003 -1.2383
H -5.4424 1.1140 -3.1572
H -5.4260 3.3357 -1.9005



Entry 3:
5
Properties=species:S:1:pos:R:3 method="wB97M-V/def2-TZVPD" multiplicity=4 charge=+2 lumo_energy_ha="-0.518 / -0.486" gap_ev="8.263 / 9.185"
O -0.5697 -0.3403 0.1713
V -2.0648 -0.4146 -1.1425
C 0.7478 -0.0327 0.3170
O 1.8468 -0.2209 -0.0131
O 0.0399 1.0086 0.6674



The records above give, respectively, DFT total energy values of -1358.4734; -4043.9543; -1206.8187 a.u..